(1)
Below is 2 unconnected molecules or ions with the total composition C49H55N4 at a distorted geometry, with properties calculated with wB97M-V/def2-TZVPD.

```
108
Properties=species:S:1:pos:R:3:forces:R:3
C 0.527 4.193 2.232 0.37 0.08 -0.38
C -0.050 3.485 3.449 -0.32 -0.25 0.34
C -0.474 4.525 4.489 -0.05 -0.11 0.06
C 0.927 2.436 3.984 -0.57 0.25 -0.22
C 1.825 2.760 4.996 0.23 -0.19 0.08
C 2.797 1.846 5.404 -0.01 0.01 -0.07
C 2.906 0.612 4.770 -0.08 0.22 0.10
C 2.032 0.274 3.736 -0.17 -0.53 -0.25
C 2.260 -1.014 2.936 -0.36 0.36 -0.09
C 1.894 -2.252 3.744 -0.05 -0.10 0.22
C 3.684 -1.084 2.379 0.00 0.23 0.05
C 0.988 1.153 3.414 0.63 0.11 -0.29
N 0.088 0.816 2.324 -0.77 -0.16 -1.20
N 0.292 1.412 1.125 -1.30 -0.69 -1.03
N -0.744 1.017 0.332 1.84 -1.04 2.77
C -0.619 1.091 -1.107 -0.02 0.62 -0.45
C -0.151 -0.029 -1.814 0.12 -0.25 0.34
C 0.592 -1.147 -1.081 -0.72 -0.08 0.09
C 1.984 -0.647 -0.719 0.39 0.26 -0.07
C 0.625 -2.473 -1.841 -0.02 0.06 0.01
C -0.278 -0.021 -3.199 0.22 0.06 0.08
C -0.731 1.115 -3.861 -0.18 0.08 -0.09
C -1.072 2.255 -3.146 0.14 -0.08 -0.08
C -1.024 2.259 -1.753 -0.19 0.26 0.22
C -1.396 3.534 -0.993 0.02 -0.46 -0.01
C -2.755 4.079 -1.431 -0.03 -0.04 0.01
C -0.310 4.590 -1.201 0.19 -0.01 -0.04
C -1.530 0.091 1.009 0.33 1.59 -2.20
C -2.629 -0.575 0.348 -1.17 -0.41 -0.55
C -2.932 -1.932 0.617 0.04 0.64 -0.20
C -3.954 -2.582 -0.066 0.00 0.33 -0.23
C -4.695 -1.890 -1.033 0.01 0.06 0.01
C -4.431 -0.536 -1.290 -0.03 -0.24 0.03
C -3.428 0.127 -0.592 0.37 -0.53 0.49
C -1.011 -0.075 2.270 0.28 -0.41 2.19
C -1.573 -0.958 3.208 0.94 1.27 -0.69
H 0.787 3.465 1.455 -0.01 0.44 0.18
H -0.199 4.906 1.819 0.15 -0.10 0.13
H 1.441 4.741 2.503 -0.22 -0.05 -0.03
H -0.959 2.952 3.134 0.13 0.02 0.03
H -0.808 4.051 5.417 0.07 0.09 -0.05
H 0.347 5.215 4.713 -0.18 -0.08 0.02
H -1.309 5.113 4.093 0.18 -0.04 0.06
H 1.773 3.744 5.466 0.05 -0.33 -0.16
H 3.503 2.124 6.188 -0.23 -0.12 -0.17
H 3.689 -0.093 5.061 -0.22 0.29 -0.11
H 1.573 -0.956 2.084 0.16 -0.17 0.03
H 0.827 -2.239 3.991 0.20 -0.07 0.02
H 2.100 -3.165 3.171 0.00 0.13 0.10
H 2.471 -2.286 4.677 -0.09 -0.09 -0.15
H 3.887 -0.204 1.755 0.04 -0.20 0.14
H 4.423 -1.106 3.190 -0.09 -0.07 -0.21
H 3.811 -1.981 1.759 0.00 0.14 0.18
H 0.052 -1.340 -0.144 0.08 0.01 -0.08
H 1.916 0.261 -0.106 0.14 -0.25 -0.17
H 2.549 -1.400 -0.158 -0.11 0.07 -0.14
H 2.546 -0.393 -1.629 -0.07 -0.11 0.17
H -0.389 -2.790 -2.107 0.12 0.03 -0.06
H 1.230 -2.402 -2.752 -0.09 -0.08 0.15
H 1.059 -3.252 -1.204 0.03 0.14 -0.11
H 0.019 -0.904 -3.762 -0.05 0.30 0.09
H -0.807 1.112 -4.947 0.02 0.01 0.22
H -1.389 3.163 -3.658 0.09 -0.29 0.01
H -1.441 3.276 0.072 -0.02 0.14 -0.12
H -3.529 3.307 -1.374 0.03 0.16 -0.04
H -3.052 4.913 -0.785 0.03 -0.08 -0.15
H -2.701 4.442 -2.465 -0.13 -0.02 0.22
H 0.677 4.199 -0.930 -0.15 0.10 -0.03
H -0.279 4.885 -2.258 0.03 0.00 0.21
H -0.507 5.482 -0.597 0.01 -0.13 -0.13
H -2.351 -2.429 1.388 0.03 0.17 -0.25
H -4.169 -3.633 0.150 -0.04 0.35 -0.15
H -5.495 -2.401 -1.573 0.26 0.18 0.15
H -5.012 0.009 -2.043 0.16 -0.26 0.35
H -3.244 1.191 -0.742 -0.12 -0.37 -0.07
H -2.641 -1.027 3.022 0.56 0.00 0.34
H -1.062 -1.193 4.132 -0.43 0.16 0.15
C -1.714 -6.917 1.468 -0.12 0.05 -0.34
N -1.854 -6.008 2.596 -0.49 1.58 -0.18
C -2.346 -4.744 2.533 0.85 -0.88 0.16
C -2.479 -4.222 3.847 -0.10 0.84 0.60
C -3.232 -3.096 4.239 -1.35 -2.66 -0.82
C -4.235 -3.238 5.277 -0.48 0.22 1.30
C -4.826 -4.496 5.585 0.15 -0.08 0.10
C -5.811 -4.631 6.558 0.05 0.22 -0.13
C -6.292 -3.507 7.240 0.48 0.13 -0.28
C -5.762 -2.248 6.917 -0.20 -0.17 0.14
C -4.759 -2.112 5.962 0.14 -0.10 -0.25
C -1.968 -5.256 4.742 -0.55 -1.14 -0.45
C -2.031 -5.443 6.115 0.69 -0.38 0.63
C -1.679 -6.691 6.655 0.04 0.44 -0.09
C -1.306 -7.768 5.834 -0.14 0.31 -0.57
C -1.286 -7.609 4.440 0.12 -0.02 0.27
C -1.596 -6.350 3.928 -0.46 -0.08 0.71
H -1.054 -7.737 1.756 -0.07 0.21 -0.16
H -2.691 -7.323 1.173 0.24 0.06 0.17
H -1.290 -6.370 0.620 -0.02 -0.20 0.19
H -2.654 -4.314 1.586 0.14 -0.15 0.24
H -3.402 -2.288 3.556 0.25 0.06 -0.03
H -4.519 -5.400 5.058 -0.02 0.37 0.06
H -6.208 -5.621 6.783 0.08 0.29 -0.13
H -7.059 -3.619 8.012 0.30 0.13 -0.36
H -6.156 -1.371 7.428 0.21 -0.14 -0.15
H -4.341 -1.129 5.737 -0.16 -0.21 0.10
H -2.349 -4.623 6.756 0.08 -0.28 -0.01
H -1.704 -6.839 7.739 -0.04 0.11 -0.43
H -1.075 -8.739 6.278 -0.05 0.35 -0.18
H -1.077 -8.442 3.766 0.02 0.19 0.37
```
Forces are in eV/Å.

Output
E_tot ... -2118.86962 hartree
Maximum force ... 3.48 eV/Å
Relative energy (zero: lowest compared OMol25 entry of this formula, charge and spin) ... 77.7 kJ/mol
Gap between HOMO and LUMO ... 3.7 eV
Net charge ... +1

***

(2)
Below is a molecular structure, C49H57BN8O2PbS4 at a distorted geometry, with properties calculated with wB97M-V/def2-TZVPD.

```
122
Properties=species:S:1:pos:R:3:forces:R:3
Pb 0.996 0.627 -0.152 0.21 -0.45 0.77
C 0.533 4.708 1.581 -0.12 -0.05 0.10
C -0.107 5.114 2.912 -0.12 0.53 -0.47
C -1.585 5.448 2.717 0.07 -0.07 -0.04
C 0.598 6.360 3.463 -0.07 -0.25 0.01
N 0.064 4.001 3.855 0.07 -0.76 0.29
C 1.212 3.832 4.612 0.44 -0.17 0.42
C 1.322 2.528 4.929 0.31 0.45 0.27
N 0.268 1.848 4.378 -0.05 0.51 0.00
B 0.325 0.402 3.844 0.10 0.06 -0.34
N 1.701 -0.229 4.134 0.27 -0.23 0.08
C 1.934 -1.321 4.918 0.33 -0.39 0.34
C 3.110 -1.870 4.555 -0.24 -0.13 0.50
N 3.622 -1.120 3.512 -0.84 0.07 0.15
C 2.757 -0.081 3.300 0.35 0.44 -0.13
S 3.000 1.290 2.376 0.20 0.84 -0.15
C 4.784 -1.561 2.746 0.67 -0.07 -0.27
C 4.897 -0.878 1.386 0.05 0.07 0.14
C 4.642 -3.071 2.498 -0.01 0.14 0.08
C 6.035 -1.253 3.576 -0.19 -0.04 -0.10
N -0.794 -0.482 4.415 -0.33 -0.34 0.07
C -1.808 -0.114 5.253 -0.38 -0.02 0.36
C -2.832 -0.977 5.099 -0.06 0.42 0.48
N -2.456 -1.918 4.158 0.48 0.48 0.12
C -1.192 -1.587 3.743 0.11 -0.38 0.08
S -0.214 -2.420 2.684 0.59 -0.27 -0.92
C -3.373 -2.798 3.438 -0.39 -0.53 -0.40
C -4.694 -2.910 4.205 0.24 0.12 -0.07
C -3.621 -2.190 2.054 0.08 -0.03 0.13
C -2.777 -4.201 3.295 0.00 0.09 -0.01
C -0.514 2.760 3.744 -0.18 0.12 0.19
S -2.007 2.360 3.133 -0.91 -0.34 -0.61
H 0.558 5.550 0.893 -0.03 0.14 -0.08
H -0.026 3.905 1.106 -0.09 -0.11 -0.04
H 1.549 4.352 1.741 0.15 -0.01 0.05
H -1.684 6.248 1.988 0.10 0.21 -0.06
H -2.029 5.758 3.661 -0.11 0.06 0.12
H -2.121 4.578 2.354 -0.03 0.16 0.00
H 0.319 7.214 2.850 -0.02 0.04 -0.08
H 1.680 6.261 3.424 0.11 0.01 0.04
H 0.286 6.555 4.487 0.00 0.06 0.12
H 1.864 4.640 4.868 0.07 0.12 0.00
H 2.069 2.030 5.513 0.18 -0.07 -0.05
H 0.177 0.448 2.662 -0.01 0.01 0.03
H 1.245 -1.628 5.679 -0.16 -0.13 0.03
H 3.615 -2.724 4.958 0.04 -0.15 -0.01
H 4.011 -1.067 0.787 -0.09 0.04 -0.15
H 5.767 -1.269 0.862 0.09 -0.20 0.01
H 5.004 0.195 1.499 0.03 -0.09 -0.13
H 3.629 -3.291 2.170 -0.10 -0.05 -0.06
H 4.853 -3.654 3.391 0.00 -0.11 0.12
H 5.332 -3.384 1.718 0.13 0.00 -0.05
H 6.122 -0.177 3.710 0.04 0.12 0.01
H 6.924 -1.621 3.070 0.14 -0.05 -0.06
H 5.970 -1.717 4.558 0.02 -0.08 0.12
H -1.728 0.738 5.896 -0.03 0.22 0.02
H -3.786 -0.976 5.579 -0.15 -0.04 0.07
H -5.231 -1.965 4.219 -0.07 0.11 0.03
H -4.516 -3.239 5.228 -0.05 -0.05 0.09
H -5.324 -3.645 3.706 -0.01 -0.06 -0.04
H -3.990 -1.171 2.147 -0.10 0.15 0.02
H -4.344 -2.783 1.498 -0.14 -0.13 -0.06
H -2.691 -2.155 1.494 0.06 0.01 -0.05
H -2.622 -4.660 4.271 -0.01 -0.05 0.13
H -1.820 -4.137 2.783 -0.09 -0.13 0.06
H -3.451 -4.821 2.709 -0.19 -0.09 -0.02
O -2.758 0.846 0.124 -0.34 -0.33 -0.01
H -1.991 1.236 -0.318 0.20 0.30 -0.09
H -2.670 1.139 1.039 0.22 0.08 0.10
O -1.271 3.906 -2.333 -0.46 0.82 -0.82
C -0.736 3.100 -1.661 -0.28 0.34 -0.08
N -0.252 2.320 -0.925 0.17 -0.51 0.66
N -0.394 -0.834 -1.391 -0.47 -0.18 0.34
S -1.701 -1.684 -1.217 0.10 -0.16 -1.01
C -2.964 -1.064 -2.364 -0.04 0.10 0.21
C -4.259 -0.914 -1.892 0.29 -0.17 0.12
C -5.216 -0.336 -2.704 -0.21 0.05 -0.29
C -4.873 0.095 -3.978 -0.02 -0.07 0.13
C -3.576 -0.062 -4.443 -0.04 0.03 -0.15
C -2.614 -0.644 -3.640 0.11 -0.14 0.28
C -1.310 -3.197 -2.155 -0.17 -0.36 0.19
C 0.004 -3.646 -2.093 -0.15 0.42 0.18
C 0.377 -4.799 -2.750 -0.13 -0.40 -0.30
C -0.568 -5.524 -3.468 0.00 0.14 0.09
C -1.886 -5.086 -3.510 0.09 -0.28 -0.10
C -2.263 -3.930 -2.853 0.05 0.26 0.20
H -0.059 -0.733 -2.341 0.07 -0.01 -0.33
H -4.492 -1.232 -0.888 -0.05 0.06 0.15
H -6.231 -0.209 -2.350 0.00 0.01 0.07
H -5.617 0.563 -4.607 -0.05 0.04 -0.04
H -3.309 0.276 -5.434 0.05 0.03 -0.05
H -1.600 -0.768 -3.996 0.15 0.05 -0.09
H 0.723 -3.057 -1.545 0.14 0.08 0.05
H 1.404 -5.137 -2.724 0.05 0.06 0.04
H -0.277 -6.418 -4.003 0.01 -0.03 0.00
H -2.623 -5.653 -4.064 -0.02 0.02 -0.03
H -3.286 -3.585 -2.897 -0.08 0.02 -0.03
C 2.064 0.448 -2.088 0.59 -0.16 0.12
C 1.960 0.532 -3.304 -0.10 -0.20 -0.25
C 1.803 0.773 -4.683 0.07 -0.11 0.21
C 1.532 -0.301 -5.570 -0.06 0.03 0.09
C 1.169 -1.581 -5.074 0.02 0.06 0.21
C 0.794 -2.606 -5.906 -0.10 -0.15 -0.22
C 0.794 -2.438 -7.288 -0.05 -0.29 -0.21
C 1.247 -1.228 -7.804 -0.08 -0.19 -0.23
C 1.617 -0.193 -6.982 0.09 0.20 0.06
C 1.778 2.172 -5.020 0.04 0.34 -0.11
C 2.404 3.105 -4.164 0.03 -0.11 -0.02
C 2.332 4.457 -4.390 0.05 0.27 -0.06
C 1.638 4.959 -5.483 -0.05 0.26 -0.14
C 0.995 4.066 -6.327 -0.01 0.34 -0.07
C 1.055 2.708 -6.103 -0.01 -0.21 -0.02
H 1.182 -1.742 -4.003 0.00 0.04 0.05
H 0.477 -3.552 -5.480 0.02 -0.04 0.05
H 0.480 -3.237 -7.949 0.00 -0.03 0.00
H 1.314 -1.100 -8.881 0.01 0.01 -0.01
H 2.012 0.716 -7.418 -0.07 0.00 0.02
H 2.927 2.733 -3.295 0.01 -0.03 0.02
H 2.816 5.143 -3.703 0.01 -0.02 0.03
H 1.575 6.027 -5.653 -0.02 0.02 -0.02
H 0.414 4.444 -7.163 -0.03 -0.02 -0.01
H 0.474 2.048 -6.733 0.05 -0.02 -0.04
```
Forces are in eV/Å.

Output
E_tot ... -4300.48252 hartree
Maximum force ... 1.25 eV/Å
Relative energy (zero: lowest compared OMol25 entry of this formula, charge and spin) ... 94.0 kJ/mol
Gap between HOMO and LUMO ... 4.1 eV
Net charge ... -2

***

(3)
Below is a molecular structure, C49H57Cl2Ge2MnN2O4 at a distorted geometry, with properties calculated with wB97M-V/def2-TZVPD.

```
117
Properties=species:S:1:pos:R:3:forces:R:3
Mn -0.244 1.326 -0.483 -0.21 -0.67 -0.84
O 1.993 0.720 -0.440 -0.20 0.12 -0.02
C 3.205 1.190 -1.040 0.02 0.00 0.04
C 3.141 2.694 -1.196 0.04 0.02 0.01
C 1.885 3.144 -1.972 0.03 -0.03 0.04
C 0.949 3.983 -1.155 -0.08 0.00 -0.03
C 1.027 5.369 -1.170 0.00 -0.03 -0.07
C 0.118 6.124 -0.454 -0.03 0.04 0.02
C -0.882 5.480 0.261 0.01 0.01 -0.02
C -0.899 4.105 0.259 0.06 0.00 -0.07
N 0.013 3.371 -0.404 -0.12 0.12 0.21
H 1.844 -0.240 -0.692 0.04 -0.01 -0.14
H 3.335 0.701 -2.010 -0.04 0.00 0.00
H 4.048 0.919 -0.400 0.00 -0.03 -0.02
H 4.042 3.023 -1.714 0.00 0.00 0.02
H 3.162 3.151 -0.204 0.03 -0.03 -0.13
H 1.341 2.269 -2.337 -0.02 0.03 -0.06
H 2.159 3.713 -2.859 0.02 0.02 0.02
H 1.791 5.842 -1.771 0.01 0.01 0.00
H 0.172 7.204 -0.473 0.00 0.01 0.01
H -1.637 6.024 0.809 0.00 0.01 0.01
H -1.657 3.560 0.806 0.00 0.00 -0.03
C -3.524 0.730 0.164 0.02 -0.02 0.00
C -4.110 1.070 -1.206 -0.01 -0.01 0.01
C -4.212 2.586 -1.392 0.02 0.02 -0.02
C -3.398 0.392 -2.359 -0.24 -0.12 -0.03
C -4.086 -0.533 -3.140 -0.05 0.03 0.00
C -3.497 -1.136 -4.239 0.05 0.04 0.02
C -2.192 -0.809 -4.577 -0.02 0.01 0.08
C -1.461 0.095 -3.815 0.11 -0.10 -0.08
C -0.024 0.452 -4.147 -0.03 0.02 0.06
C 0.676 -0.563 -5.045 -0.01 0.03 0.00
C 0.046 1.851 -4.768 -0.02 -0.02 0.00
C -2.079 0.684 -2.700 0.48 0.07 0.22
O -1.372 1.547 -1.932 0.09 0.35 -0.44
H -4.186 1.080 0.958 0.00 0.01 0.01
H -2.560 1.234 0.314 -0.06 0.01 0.03
H -3.359 -0.341 0.288 0.01 -0.01 -0.01
H -5.131 0.677 -1.219 0.01 -0.02 0.05
H -3.220 3.038 -1.440 -0.01 -0.01 0.01
H -4.762 3.034 -0.562 -0.02 0.01 0.02
H -4.736 2.832 -2.316 0.00 -0.01 -0.01
H -5.112 -0.772 -2.882 -0.01 0.00 0.00
H -4.053 -1.848 -4.834 -0.01 -0.02 -0.01
H -1.734 -1.281 -5.436 0.01 -0.01 -0.02
H 0.528 0.476 -3.196 -0.01 -0.02 -0.03
H 0.255 -0.559 -6.051 -0.01 0.00 -0.02
H 0.602 -1.576 -4.649 0.00 -0.03 0.03
H 1.734 -0.313 -5.137 0.00 0.01 0.01
H -0.515 1.866 -5.704 0.00 0.01 -0.02
H 1.079 2.129 -4.993 0.02 0.00 0.00
H -0.385 2.601 -4.105 -0.03 0.01 0.01
C 0.780 -0.656 4.780 0.06 0.13 0.03
Ge 0.626 -1.029 2.870 0.02 0.10 -0.34
C 2.211 -1.826 2.087 -0.01 -0.03 0.11
C -1.031 -1.986 2.573 -0.06 -0.02 0.07
Ge 0.539 1.335 1.996 0.58 -0.20 1.57
C 2.161 2.329 2.406 0.00 0.18 -0.27
C 2.348 3.664 2.034 -0.01 0.04 0.22
C 3.480 4.361 2.426 -0.03 -0.04 -0.01
C 4.445 3.737 3.205 -0.01 -0.01 0.00
C 4.274 2.414 3.583 -0.01 -0.03 0.00
C 3.145 1.712 3.178 0.05 0.05 -0.11
C -0.896 2.254 2.924 -0.27 0.10 -0.31
C -0.806 3.557 3.432 0.02 -0.11 0.14
C -1.866 4.111 4.128 0.01 -0.02 0.01
C -3.033 3.378 4.321 -0.01 0.01 0.00
C -3.139 2.086 3.829 0.01 0.01 -0.02
C -2.081 1.533 3.122 0.04 0.05 0.02
H 0.571 -1.598 5.290 0.01 0.00 0.05
H 0.035 0.078 5.085 -0.03 -0.02 0.05
H 1.765 -0.301 5.073 0.01 -0.02 0.02
H 2.476 -2.700 2.683 0.03 0.00 -0.06
H 3.052 -1.135 2.073 0.01 0.04 -0.01
H 1.992 -2.146 1.073 0.02 -0.10 -0.14
H -0.806 -3.051 2.505 -0.03 -0.08 -0.05
H -1.521 -1.684 1.656 -0.05 -0.01 -0.21
H -1.704 -1.820 3.414 0.01 -0.01 0.01
H 1.604 4.179 1.437 0.00 0.00 0.03
H 3.610 5.393 2.126 0.00 0.02 0.00
H 5.326 4.280 3.518 0.02 0.01 0.00
H 5.022 1.923 4.191 0.01 -0.01 0.00
H 3.046 0.676 3.471 -0.01 -0.03 0.02
H 0.108 4.126 3.316 0.01 0.01 -0.04
H -1.782 5.111 4.534 -0.01 0.01 0.00
H -3.861 3.817 4.863 0.00 0.00 0.02
H -4.043 1.514 3.989 -0.02 -0.01 0.00
H -2.175 0.527 2.728 0.00 0.02 -0.01
Cl 2.469 -5.393 -2.838 -0.03 0.00 0.05
C 2.712 -5.965 -1.214 0.00 -0.03 -0.05
C 3.720 -6.880 -0.985 0.01 -0.01 0.02
C 3.928 -7.358 0.299 -0.05 0.04 0.00
C 3.155 -6.880 1.340 0.03 -0.01 0.00
C 2.172 -5.932 1.097 0.05 -0.03 0.14
Cl 1.342 -5.276 2.476 0.05 0.05 0.07
C 1.885 -5.477 -0.190 -0.04 -0.05 -0.24
N 0.894 -4.546 -0.493 0.12 0.26 0.15
C -0.466 -4.639 -0.198 0.14 -0.10 -0.08
C -0.996 -5.693 0.540 -0.08 -0.12 0.08
C -2.341 -5.714 0.873 0.01 0.03 -0.03
C -3.189 -4.703 0.447 0.08 0.01 -0.02
C -2.672 -3.700 -0.360 -0.05 -0.04 0.01
C -1.327 -3.657 -0.700 -0.12 0.19 -0.02
C -0.857 -2.619 -1.693 -0.04 -0.07 0.06
C 0.053 -1.545 -1.144 -0.37 0.40 0.05
O 1.266 -1.575 -1.355 0.44 -0.15 0.02
O -0.519 -0.581 -0.487 -0.15 -0.28 0.31
H 4.322 -7.224 -1.814 0.00 0.00 -0.01
H 4.699 -8.091 0.488 0.01 -0.01 0.00
H 3.318 -7.214 2.354 0.00 0.00 0.02
H 1.149 -3.892 -1.221 -0.02 -0.08 0.01
H -0.354 -6.507 0.851 -0.08 0.02 -0.02
H -2.726 -6.538 1.459 0.00 -0.02 0.00
H -4.240 -4.719 0.700 -0.02 0.00 0.00
H -3.329 -2.942 -0.771 -0.02 0.03 0.01
H -1.738 -2.126 -2.095 -0.04 0.10 -0.09
H -0.324 -3.091 -2.523 -0.01 -0.03 0.00
```
Forces are in eV/Å.

Output
E_tot ... -8536.97688 hartree
Maximum force ... 1.68 eV/Å
Relative energy (zero: lowest compared OMol25 entry of this formula, charge and spin) ... 216.3 kJ/mol
Multiplicity ... 6
Gap between HOMO and LUMO (spin up / spin down) ... 5.6 / 4.3 eV
Net charge ... +1